Entry from the OMol25 dataset: a structure of composition Cl2H3NSi (ωB97M-V/def2-TZVPD).

The multiplicity is 1. The HOMO energy (spin up / spin down) is -9.50 / -8.42 eV. For the frontier orbital gap (spin up / spin down), the calculation gives 8.03 / 8.00 eV. The LUMO energy (spin up / spin down) comes out at -0.05382 / -0.01556 hartree.

Last column: Löwdin charge in e.
Element x y z (Å)
N1 -0.89 1.52 0.81  -0.148
Si1 1.56 -0.04 3.78  -0.057
Cl1 3.20 -1.21 3.70  0.182
Cl2 0.54 1.48 2.60  0.227
H1 -1.22 0.53 0.59  0.001
H2 -0.28 1.80 0.07  -0.063
H3 0.50 -0.97 3.51  -0.143